Below is a molecular structure, C6H9F6LiNPS2, with properties calculated with wB97M-V/def2-TZVPD.

Computed properties:
Energy relative to the best compared isomer or geometry (same formula, charge and spin) in kJ/mol: 13.57
2S+1: 2
Charge: -1
⟨S²⟩: 0.762

Each line ends with the Löwdin charge.
Positions of all 26 atoms, in Å:
Li 0.475 -0.089 -0.334  0.499
C -3.641 2.391 -0.756  -0.171
C -2.495 1.499 -0.314  -0.856
S -1.178 1.413 -1.369  0.563
C -2.584 0.816 0.911  -0.868
C -3.816 0.966 1.781  -0.163
S -1.382 -0.202 1.528  0.509
H -3.402 2.836 -1.718  0.041
H -3.820 3.196 -0.038  0.073
H -4.571 1.824 -0.858  0.073
H -4.570 1.627 1.359  0.046
H -3.527 1.351 2.760  0.065
H -4.268 -0.014 1.945  0.065
C 3.177 -3.024 2.306  -0.054
C 2.271 -2.142 1.586  -0.223
N 1.578 -1.449 0.999  0.118
H 4.140 -3.051 1.799  0.087
H 2.762 -4.029 2.342  0.082
H 3.317 -2.660 3.323  0.081
F 1.845 -0.195 -1.381  -0.318
P 3.098 -0.175 -2.493  0.147
F 4.312 -0.166 -3.545  -0.154
F 3.093 -1.790 -2.451  -0.167
F 2.009 -0.201 -3.672  -0.150
F 4.130 -0.163 -1.247  -0.171
F 3.048 1.431 -2.463  -0.152